# 1
{"formula": "C14H16", "method": "ωB97M-V with the def2-TZVPD basis set", "species": ["C", "C", "C", "C", "C", "C", "C", "H", "H", "H", "H", "H", "H", "H", "H", "C", "C", "C", "C", "C", "C", "C", "H", "H", "H", "H", "H", "H", "H", "H"], "positions_angstrom": [[-4.582840, 0.581267, -2.427696], [-0.661050, -0.513952, -3.894759], [-1.356502, -1.328287, -3.017907], [-1.273188, 0.677438, -4.276485], [-2.613379, -1.015366, -2.495514], [-2.539685, 0.996608, -3.811259], [-3.216210, 0.157469, -2.932900], [0.233800, -0.851360, -4.392113], [-0.927994, -2.281906, -2.742533], [-0.740466, 1.332872, -4.957349], [-3.026640, -1.723518, -1.791426], [-2.978390, 1.912069, -4.174945], [-4.678617, 0.848513, -1.384068], [-5.309620, -0.196655, -2.693917], [-4.921518, 1.418350, -3.046668], [0.673486, 1.730839, 3.219265], [3.783222, -1.218716, 3.446168], [2.609229, -1.364317, 4.153885], [3.878279, -0.234381, 2.470631], [1.592640, -0.429420, 3.965182], [2.878779, 0.712151, 2.320040], [1.756017, 0.689388, 3.146752], [4.607889, -1.891822, 3.541455], [2.451256, -2.141477, 4.885108], [4.793224, -0.150568, 1.899618], [0.638319, -0.599885, 4.455192], [2.971660, 1.470999, 1.549049], [-0.318519, 1.421570, 3.514696], [0.610301, 2.326976, 2.301622], [1.070868, 2.434463, 3.937262]], "atomic_forces_ev_per_a": [[-0.4, -0.2, -1.6], [-1.0, 0.2, -0.2], [0.1, -0.7, 0.3], [0.4, -0.2, -0.1], [1.1, 0.2, -0.8], [0.6, -0.1, -0.2], [-0.7, 0.5, 1.0], [0.3, 0.1, 0.3], [0.1, -0.1, 0.1], [-0.2, 0.1, 0.0], [-0.4, 0.2, 0.0], [-0.3, 0.1, 0.2], [0.2, -0.1, 0.2], [0.1, -0.1, 0.5], [0.1, 0.2, 0.3], [1.2, 1.0, -0.9], [0.0, 0.0, -0.6], [-0.5, 0.5, 0.1], [0.2, 0.2, 0.4], [0.3, -0.3, 0.2], [-0.2, 0.5, 0.0], [-0.9, -1.4, -0.1], [0.3, -0.4, 0.3], [0.1, -0.3, -0.1], [-0.1, -0.1, -0.2], [0.1, 0.2, 0.2], [0.0, 0.1, 0.2], [0.0, -0.4, 0.1], [-0.1, -0.3, 0.0], [-0.3, 0.4, 0.5]], "homo_energy_ev": -8.9, "de_lowest_ev": 0.532, "homo_lumo_gap_ev": 9.8, "largest_force_ev_per_a": 1.77, "smiles": "Cc1ccccc1.Cc1ccccc1"}



# 2
{"formula": "C14H16", "method": "ωB97M-V with the def2-TZVPD basis set", "species": ["C", "C", "C", "C", "C", "C", "C", "H", "H", "H", "H", "H", "H", "H", "H", "C", "C", "C", "C", "C", "C", "C", "H", "H", "H", "H", "H", "H", "H", "H"], "positions_angstrom": [[1.175232, 2.879026, -4.666607], [-0.954078, 0.814201, -1.521279], [0.010960, 0.125006, -2.264177], [-1.183723, 2.170749, -1.827945], [0.721379, 0.749517, -3.304333], [-0.494155, 2.801847, -2.834553], [0.478654, 2.091739, -3.572030], [-1.458712, 0.295027, -0.700249], [0.173819, -0.865603, -2.049875], [-1.891240, 2.747861, -1.242216], [1.371968, 0.187491, -3.810911], [-0.676725, 3.820665, -3.023964], [1.493155, 3.813306, -4.252444], [0.429275, 3.107816, -5.494940], [2.053221, 2.391389, -5.219004], [-0.431288, -3.640842, 4.288723], [0.226145, -0.115094, 1.902503], [-1.067781, -0.463359, 2.285849], [1.293067, -0.893713, 2.282991], [-1.286952, -1.615045, 3.051971], [1.082022, -2.050335, 3.066688], [-0.205618, -2.419546, 3.444662], [0.396701, 0.762688, 1.310229], [-1.888078, 0.103409, 1.967492], [2.354788, -0.606420, 2.003285], [-2.263247, -1.836068, 3.291684], [1.950723, -2.640745, 3.354703], [-1.172353, -3.425966, 4.992816], [0.490696, -3.817183, 4.810153], [-0.727860, -4.471819, 3.730778]], "atomic_forces_ev_per_a": [[-0.2, -1.0, -1.9], [0.6, 0.2, -0.4], [-0.9, 2.6, -0.4], [-0.3, -0.7, 0.7], [-3.1, 2.1, 2.7], [0.9, -1.8, 0.1], [0.0, 0.4, -0.5], [0.1, 0.3, -0.4], [0.5, -2.2, 0.4], [-0.1, -0.1, 0.0], [2.6, -1.8, -2.1], [-0.1, 1.1, -0.3], [0.4, 0.6, 0.1], [0.8, -0.2, 1.0], [-1.2, 0.4, 1.2], [1.3, 1.5, -0.2], [-0.3, 0.1, 0.0], [1.2, -1.5, 0.6], [1.5, -0.6, 0.4], [2.5, 1.1, -1.1], [0.1, 0.8, -0.6], [-0.2, 0.3, -0.3], [0.0, 0.3, -0.2], [-1.1, 0.9, -0.3], [-1.5, -0.4, 0.3], [-2.0, -0.7, 0.7], [-0.3, 0.0, 0.1], [-1.2, 0.2, 1.2], [0.4, -0.6, 0.3], [-0.3, -1.4, -0.9]], "homo_energy_ev": -8.9, "de_lowest_ev": 0.762, "homo_lumo_gap_ev": 9.9, "largest_force_ev_per_a": 4.58, "smiles": "Cc1ccccc1.Cc1ccccc1"}



# 3
{"formula": "C14H16", "method": "ωB97M-V with the def2-TZVPD basis set", "species": ["C", "C", "C", "C", "C", "C", "C", "H", "H", "H", "H", "H", "H", "H", "H", "C", "C", "C", "C", "C", "C", "C", "H", "H", "H", "H", "H", "H", "H", "H"], "positions_angstrom": [[1.625690, 2.561386, 2.746123], [0.094303, -0.835996, 1.796462], [0.149933, 0.504454, 1.871121], [1.136680, -1.719730, 2.310988], [1.232048, 1.082475, 2.622194], [1.982261, -1.207071, 3.158779], [2.072838, 0.239713, 3.262317], [-0.660348, -1.286314, 1.194250], [-0.583673, 1.004101, 1.361274], [0.938407, -2.718610, 2.061712], [2.727989, -1.793108, 3.739012], [1.528821, 2.944172, 1.689826], [2.667602, 2.695147, 2.942225], [2.902189, 0.818844, 3.841922], [0.987291, 3.022054, 3.600709], [-3.502772, 0.343475, -1.933645], [0.566430, -0.616931, -3.084484], [0.194435, 0.695918, -2.838417], [-0.346271, -1.640958, -2.869951], [-1.115960, 1.069834, -2.382016], [-1.648420, -1.269924, -2.480733], [-2.058782, 0.109885, -2.418735], [1.599260, -0.795491, -3.347567], [1.001976, 1.451331, -2.943119], [-0.091128, -2.699001, -3.334068], [-1.273444, 2.035312, -1.982418], [-2.387879, -1.917179, -2.038259], [-4.017840, 1.247206, -2.421019], [-3.365432, 0.471146, -0.794704], [-4.268258, -0.378782, -2.129790]], "atomic_forces_ev_per_a": [[-2.4, -0.1, -0.8], [1.7, -1.7, -0.3], [2.3, -0.1, 1.8], [-4.6, 1.1, -1.8], [0.0, 0.5, -0.3], [3.8, 2.3, 2.6], [1.7, -0.6, 1.4], [-0.6, -0.3, -0.3], [-1.6, 1.8, -1.0], [0.4, -1.5, 0.1], [-0.6, 0.3, -0.6], [-0.6, 0.5, 1.3], [0.6, -0.2, 0.5], [-1.4, -1.9, -0.8], [1.0, -0.2, -1.9], [0.5, 2.3, 0.9], [-0.2, 0.8, 0.1], [0.2, 0.9, 0.8], [-0.8, -1.7, -1.5], [2.9, -0.5, -1.6], [0.4, 1.2, -0.4], [-1.7, -3.0, 1.5], [-0.1, -0.2, -0.3], [-0.8, -0.4, 0.2], [-0.6, 2.0, 1.9], [-0.4, 1.1, -0.2], [-0.1, -0.8, -0.7], [1.2, -0.7, 1.0], [-0.9, 0.1, -1.7], [0.2, -1.2, 0.0]], "homo_energy_ev": -8.9, "de_lowest_ev": 2.558, "homo_lumo_gap_ev": 9.7, "largest_force_ev_per_a": 5.19, "smiles": "Cc1ccccc1.Cc1ccccc1"}